Record 1
DFT (ωB97M-V/def2-TZVPD) results for a 2-piece molecular cluster, C2ClN5 overall at a distorted geometry.

Values from the calculation:
* 2S+1: 1
* energy relative to the best compared isomer or geometry (same formula, charge and spin): 7.88 kcal/mol
* LUMO: 0.32 eV
* E_tot: -22042.682 eV
* maximum force: 4.68 eV Å⁻¹
* highest occupied orbital energy: -10.5 eV

```
8
Properties=species:S:1:pos:R:3:forces:R:3
C -0.6937 1.2320 0.0853 -0.0532 1.8438 -1.2681
C 2.8561 -0.7262 -0.4201 -1.5747 -0.3957 -0.6435
N -0.2911 2.2602 -0.2572 0.0746 -0.2327 0.5973
N 1.8346 -0.9431 -0.9097 0.3960 0.1440 0.1088
N -1.1309 0.0196 0.2515 3.9408 -0.0846 0.9190
N -3.1404 -1.0623 0.1857 0.1534 0.7196 0.0874
N -2.2280 -0.4077 0.2167 -4.0883 -2.2571 -0.3359
Cl 4.2512 -0.4779 0.3173 1.1515 0.2626 0.5350
```
Forces are in eV/Å.

Record 2
DFT (ωB97M-V/def2-TZVPD) results for one molecule with the formula C2ClNOS at a distorted geometry.

Values from the calculation:
* 2S+1: 1
* energy relative to the best compared isomer or geometry (same formula, charge and spin): 52.19 kcal/mol
* structure (SMILES): O=C(Cl)N=C=S
* LUMO: -0.83 eV
* E_tot: -28966.085 eV
* maximum force: 18.16 eV Å⁻¹
* highest occupied orbital energy: -10.3 eV

```
6
Properties=species:S:1:pos:R:3:forces:R:3
O -1.8452 -0.4203 1.4824 1.6425 2.8026 -0.2809
C -1.0205 0.1886 0.8233 -1.1103 -4.8712 -1.6151
Cl -1.4216 0.5895 -0.9002 -0.6997 1.0973 0.2402
N 0.3019 -0.0715 0.7495 -2.7295 1.1524 4.6971
C 1.3415 -0.3222 0.2741 -11.0827 2.3085 8.2728
S 2.3258 -0.4693 -0.6467 13.9796 -2.4895 -11.3141
```
Forces are in eV/Å.

Record 3
DFT (ωB97M-V/def2-TZVPD) results for a 2-piece molecular cluster, C2ClO2S overall at a distorted geometry.

Values from the calculation:
* 2S+1: 3
* energy relative to the best compared isomer or geometry (same formula, charge and spin): 0.00 kcal/mol
* net charge: -1
* ⟨S²⟩: 2.008
* LUMO (alpha / beta): 3.66 / 1.44 eV
* E_tot: -29524.649 eV
* maximum force: 2.67 eV Å⁻¹
* highest occupied orbital energy (alpha / beta): -0.2 / -5.1 eV

```
6
Properties=species:S:1:pos:R:3:forces:R:3
C 0.9490 0.0691 0.9632 -0.8969 1.4843 0.8843
C -1.9245 -0.0291 -2.0152 0.6459 0.0991 0.0646
O 1.3775 1.1466 1.1193 2.0178 1.3160 -0.3379
O -0.8115 0.1576 -2.0097 -0.6351 -0.0868 -0.0656
S 1.4910 -1.4188 0.4034 1.1027 -2.2316 -0.9789
Cl -1.0815 0.0746 1.5391 -2.2344 -0.5809 0.4334
```
Forces are in eV/Å.

Record 4
DFT (ωB97M-V/def2-TZVPD) results for C2CrF2O3S as an isolated structure at a distorted geometry.

Values from the calculation:
* 2S+1: 5
* energy relative to the best compared isomer or geometry (same formula, charge and spin): 4.73 kcal/mol
* ⟨S²⟩: 6.080
* LUMO (alpha / beta): -1.73 / -1.76 eV
* E_tot: -52905.269 eV
* maximum force: 2.79 eV Å⁻¹
* highest occupied orbital energy (alpha / beta): -8.2 / -8.2 eV

```
9
Properties=species:S:1:pos:R:3:forces:R:3
Cr 0.2989 1.5002 1.1844 -0.2920 -1.8004 -2.1174
S 0.4046 0.0681 -1.2670 0.1349 0.1681 0.5885
O -0.5637 1.2915 -0.6709 0.5401 0.4246 1.2456
C 1.2265 -0.3221 0.3118 0.2835 -0.5549 -0.6155
F 0.8782 -1.6162 0.7254 -0.0055 1.1374 0.2160
F 2.6055 -0.4564 0.1018 -0.8572 0.5106 0.3723
O -1.7946 0.2048 1.3631 0.1473 0.7838 -0.5396
C -2.4243 0.3192 0.3628 -1.7096 -1.5173 0.7014
O -3.3387 0.1784 -0.3531 1.7585 0.8481 0.1487
```
Forces are in eV/Å.

Record 5
DFT (ωB97M-V/def2-TZVPD) results for C2ErO3 as an isolated structure at a distorted geometry.

Values from the calculation:
* 2S+1: 5
* energy relative to the best compared isomer or geometry (same formula, charge and spin): 4.49 kcal/mol
* net charge: +2
* ⟨S²⟩: 6.007
* LUMO (alpha / beta): -12.12 / -11.69 eV
* E_tot: -35814.079 eV
* maximum force: 8.11 eV Å⁻¹
* highest occupied orbital energy (alpha / beta): -17.3 / -22.1 eV

```
6
Properties=species:S:1:pos:R:3:forces:R:3
O -0.5979 -2.3417 0.3677 1.1583 1.5924 -0.1537
C -1.2410 -3.2747 0.4406 -0.8341 -1.1738 0.1070
O 0.4012 1.7777 -0.0629 -0.8137 2.4576 -0.5378
C -0.2160 2.2822 -1.0448 -0.0279 -7.6765 -2.6104
O -0.6613 1.7374 -2.0311 0.8734 4.6631 3.1318
Er 0.8871 -0.3848 0.1467 -0.3560 0.1371 0.0631
```
Forces are in eV/Å.

Record 6
DFT (ωB97M-V/def2-TZVPD) results for an isolated ion of composition C2F2N5O2 and charge -1 at a distorted geometry.

Values from the calculation:
* 2S+1: 3
* net charge: -1
* ⟨S²⟩: 2.019
* LUMO (alpha / beta): 4.22 / -0.62 eV
* E_tot: -19046.817 eV
* maximum force: 7.47 eV Å⁻¹
* highest occupied orbital energy (alpha / beta): -1.8 / -5.3 eV

```
11
Properties=species:S:1:pos:R:3:forces:R:3
C -0.8048 -0.0850 0.2044 4.6843 -1.9348 2.3639
C 1.0013 -0.5724 0.0909 -1.1966 1.0049 -0.8082
N -2.8161 0.3491 0.4747 1.4869 0.3131 3.7484
N -1.6366 0.2780 1.1879 -1.9652 0.2807 -1.8301
N -1.3562 -0.2250 -1.0103 -2.2990 0.6112 -1.1584
N -2.5707 0.1398 -0.8000 -0.1674 -0.4656 -3.3737
N 1.7461 0.6082 -0.0894 -1.5304 -4.9586 -0.9676
O 2.1612 1.0104 0.9446 2.5554 3.2402 6.2236
O 1.8151 1.1851 -1.1494 -0.4400 1.9250 -4.4167
F 1.4561 -1.2905 1.1059 -0.7452 -0.0719 0.7537
F 1.0046 -1.3976 -0.9592 -0.3828 0.0559 -0.5349
```
Forces are in eV/Å.

Record 7
DFT (ωB97M-V/def2-TZVPD) results for a 2-piece molecular cluster, C2F2NO3S overall at a distorted geometry.

Values from the calculation:
* 2S+1: 1
* energy relative to the best compared isomer or geometry (same formula, charge and spin): 88.42 kcal/mol
* net charge: -1
* LUMO (alpha / beta): 3.37 / 3.37 eV
* E_tot: -25974.109 eV
* maximum force: 2.44 eV Å⁻¹
* highest occupied orbital energy (alpha / beta): -4.1 / -4.1 eV

```
9
Properties=species:S:1:pos:R:3:forces:R:3
C 2.2840 -0.0076 0.3450 1.2211 0.6103 -0.8359
C -1.9367 -0.1248 0.1053 0.7469 -2.0434 1.1002
N -0.6543 0.2441 -0.0843 -0.8673 1.1333 -0.7828
O 2.4807 0.5007 1.3544 -0.8057 0.4774 1.9041
O 0.3479 -0.4391 0.3114 -0.8174 -1.0615 0.3905
O -0.5021 1.3749 -0.5851 0.5410 0.6823 -0.2282
F -2.9020 0.4471 -0.6417 0.6058 -0.6563 0.0492
F -2.0775 -1.5208 0.2138 -0.4010 1.6190 -0.4144
S 2.9599 -0.4744 -1.0188 -0.2233 -0.7610 -1.1827
```
Forces are in eV/Å.

Record 8
DFT (ωB97M-V/def2-TZVPD) results for C2F3HoNO3S2 as an isolated structure at a distorted geometry.

Values from the calculation:
* 2S+1: 5
* net charge: +1
* ⟨S²⟩: 6.008
* LUMO (alpha / beta): -6.14 / -6.00 eV
* E_tot: -65318.779 eV
* maximum force: 3.27 eV Å⁻¹
* highest occupied orbital energy (alpha / beta): -11.8 / -11.8 eV

```
12
Properties=species:S:1:pos:R:3:forces:R:3
N 1.1351 1.3065 1.5286 -0.5014 -0.6960 -0.6474
S 0.3948 2.2922 0.2516 -0.9184 -1.1158 -0.1656
S 1.4093 -0.2016 1.1907 0.8992 1.0630 0.2446
C 2.6678 -0.2733 -0.2667 0.6203 -0.4441 0.2877
F 2.1920 0.1181 -1.4455 -0.4631 0.1489 -0.2052
F 3.7390 0.4624 0.0195 -0.5584 -0.0128 0.1678
F 3.0669 -1.5462 -0.3881 -0.2470 0.0899 0.0734
O -4.8894 -2.4042 0.1759 0.9403 0.6298 -0.1113
C -4.1228 -1.5916 -0.0809 -1.9932 -1.3954 0.2970
O -3.4079 -0.7181 -0.3890 1.0754 0.7789 -0.0855
O 0.2145 -0.8595 0.3828 -1.7975 1.1577 -1.2541
Ho -1.2940 0.4883 -0.5350 2.9437 -0.2040 1.3985
```
Forces are in eV/Å.

Record 9
DFT (ωB97M-V/def2-TZVPD) results for C2F3InNO3S2 as an isolated structure at a distorted geometry.

Values from the calculation:
* 2S+1: 1
* net charge: +1
* LUMO: -7.66 eV
* E_tot: -44692.540 eV
* maximum force: 4.71 eV Å⁻¹
* highest occupied orbital energy: -13.7 eV

```
12
Properties=species:S:1:pos:R:3:forces:R:3
N -0.9695 0.1166 1.5609 1.2372 0.5617 0.1110
S 0.6145 0.4055 2.2830 -0.5850 -0.2941 -0.1247
S -1.0421 -0.3700 0.0912 0.5725 -0.2353 -0.5314
C 0.0474 -1.9348 -0.1540 -0.5159 -0.9936 -0.2289
F 1.3570 -1.7409 -0.1719 0.2868 0.5055 0.0633
F -0.2453 -2.7877 0.8187 -0.0464 0.4628 -0.0086
F -0.3115 -2.4780 -1.3165 -0.0098 0.3893 0.1507
O -1.2677 2.5378 -2.1502 2.8905 -1.8040 1.1646
C -0.2778 2.3001 -1.5554 -3.9817 2.2939 -1.0490
O 0.6445 2.8054 -0.9205 0.7198 1.0693 -1.1949
O 0.0195 0.5486 -0.8400 -1.8312 -1.3309 -0.7776
In 1.4217 1.4295 0.2966 1.2631 -0.6247 2.4256
```
Forces are in eV/Å.

Record 10
DFT (ωB97M-V/def2-TZVPD) results for a 2-piece molecular cluster, C2F3N2O2 overall at a distorted geometry.

Values from the calculation:
* 2S+1: 1
* energy relative to the best compared isomer or geometry (same formula, charge and spin): 65.60 kcal/mol
* net charge: +1
* LUMO: -7.22 eV
* E_tot: -17289.267 eV
* maximum force: 2.96 eV Å⁻¹
* highest occupied orbital energy: -15.7 eV

```
9
Properties=species:S:1:pos:R:3:forces:R:3
C 0.5590 0.6350 -0.6814 -0.7697 -2.2053 -1.8124
C 1.0267 1.7809 0.2061 0.2833 2.2464 0.6351
N -2.1800 -3.7854 0.1070 -0.5194 -1.3017 -0.5251
N -1.6769 -2.8057 0.0753 -0.6494 -0.8055 0.8692
O 0.1514 -0.2586 -1.2079 0.7919 1.5002 0.3843
O -1.1809 -1.7550 0.2030 1.0170 1.9403 -0.1524
F 2.2059 2.2599 -0.1512 -0.8423 -1.2658 0.5561
F 0.1366 2.7488 0.0694 0.1372 -0.7759 0.2540
F 0.9582 1.1801 1.3796 0.5513 0.6673 -0.2088
```
Forces are in eV/Å.